1.
{"formula": "C6H11N", "method": "ωB97M-V with the def2-TZVPD basis set", "orbital_gap_ev": 8.6, "total_charge": 0, "homo_ha": -0.281, "lumo_energy_ev": 0.97, "e_above_lowest_kcal_mol": 113.55, "species": ["C", "H", "H", "C", "C", "H", "H", "N", "H", "H", "H", "H", "C", "H", "H", "C", "C", "H"], "xyz": [[-1.354, -0.394, 0.126], [-2.536, 0.946, -1.114], [-3.408, -0.508, -0.592], [1.157, -0.022, 0.766], [0.913, 1.365, 0.528], [2.336, -1.720, 0.180], [3.249, -0.493, 1.084], [0.785, 2.573, 0.363], [0.357, -0.256, -1.287], [-1.318, -1.472, 0.350], [-2.188, -0.616, -1.871], [2.816, -0.205, -0.611], [-2.435, -0.128, -0.921], [-1.634, 0.102, 1.067], [0.046, 1.731, -0.367], [0.008, 0.099, -0.314], [2.470, -0.644, 0.330], [0.784, -0.395, 1.723]]}

2.
{"formula": "C3H8N2O2", "method": "ωB97M-V with the def2-TZVPD basis set", "orbital_gap_ev": 10.6, "total_charge": 0, "smiles": "O=C1NCCO1.N", "homo_ha": -0.358, "lumo_energy_ev": 0.89, "e_above_lowest_kcal_mol": 5.18, "species": ["N", "H", "C", "H", "N", "H", "O", "C", "H", "H", "C", "O", "H", "H", "H"], "xyz": [[-0.348, 2.143, -1.743], [-0.033, 3.018, -2.151], [0.123, -1.774, 1.381], [-1.351, 2.086, -1.902], [0.437, 0.176, 0.211], [0.735, 0.120, 2.304], [0.339, -0.776, -1.899], [0.294, -0.841, -0.690], [-0.720, -2.296, 1.840], [0.062, 1.376, -2.278], [0.045, -0.244, 1.537], [0.086, -2.011, -0.026], [0.242, 1.112, -0.160], [-0.969, 0.091, 1.795], [1.058, -2.179, 1.780]]}

3.
{"formula": "C5H9ClO", "method": "ωB97M-V with the def2-TZVPD basis set", "orbital_gap_ev": 10.9, "total_charge": 0, "smiles": "CC1(C)O[C@@]1(C)Cl", "homo_ha": -0.369, "lumo_energy_ev": 0.87, "e_above_lowest_kcal_mol": 42.33, "species": ["H", "H", "C", "H", "H", "Cl", "C", "O", "C", "H", "H", "H", "H", "C", "H", "C"], "xyz": [[0.112, 2.189, -1.284], [1.970, -0.019, -1.049], [1.548, -0.050, 0.003], [-1.624, -2.462, 0.568], [1.452, -1.091, 0.195], [-2.533, 0.356, -0.199], [-0.821, -1.927, -0.014], [-0.383, 0.004, 1.370], [-0.027, 2.000, -0.193], [-1.083, -2.248, -1.000], [-0.985, 2.295, 0.151], [0.206, -1.992, 0.132], [0.702, 2.622, 0.215], [-0.967, -0.450, 0.193], [2.246, 0.226, 0.755], [0.187, 0.547, 0.157]]}

4.
{"formula": "C34H65FNO14", "method": "ωB97M-V with the def2-TZVPD basis set", "orbital_gap_ev": 6.3, "total_charge": -1, "homo_ha": -0.168, "lumo_energy_ev": 1.77, "species": ["C", "O", "H", "H", "H", "N", "C", "H", "C", "H", "O", "H", "O", "O", "H", "C", "C", "H", "H", "H", "H", "C", "H", "C", "H", "H", "H", "H", "H", "H", "C", "F", "H", "H", "O", "C", "H", "H", "O", "H", "C", "C", "H", "H", "C", "H", "H", "H", "C", "H", "O", "H", "C", "H", "H", "C", "C", "H", "O", "C", "C", "H", "C", "H", "H", "C", "H", "H", "H", "H", "H", "H", "H", "H", "H", "O", "H", "H", "H", "C", "C", "H", "H", "H", "H", "H", "H", "O", "C", "H", "O", "C", "C", "H", "C", "H", "O", "C", "H", "H", "C", "C", "C", "H", "O", "C", "C", "H", "C", "H", "O", "H", "H", "C", "H"], "xyz": [[-0.070, 3.525, -4.007], [1.083, 1.027, 4.831], [-6.693, 0.741, -2.630], [0.894, 0.945, -3.490], [-3.121, 1.617, -2.682], [-0.712, -2.857, -1.234], [-1.554, -4.033, -0.845], [4.464, -3.083, -0.668], [-6.626, 1.326, -1.619], [-1.646, -4.215, 0.332], [5.684, 1.602, 0.134], [-0.183, -1.706, -3.129], [0.280, 3.823, 6.374], [5.029, -1.584, 0.647], [-5.140, -1.472, 1.325], [0.335, -2.427, 1.127], [-4.866, -2.614, -4.092], [1.120, -0.949, 5.456], [-0.263, -7.303, -3.104], [-0.595, 3.209, -1.811], [-0.465, 3.396, 8.228], [0.357, 3.035, -2.470], [3.149, -2.187, 0.113], [-2.778, -1.793, 1.395], [-1.171, 0.440, -1.934], [-0.686, 2.957, 4.423], [-0.370, 1.436, -0.550], [-2.988, -3.891, -3.893], [-0.941, -3.408, -3.302], [-0.539, -0.107, 4.174], [6.370, -2.045, 0.808], [-2.306, -1.937, 2.791], [7.092, 0.000, 1.098], [-3.172, -2.837, 1.053], [-1.815, 1.677, 5.634], [-4.155, -0.844, 1.508], [6.726, -0.042, -2.585], [-1.025, -6.348, -0.636], [-5.546, -3.634, -4.677], [1.001, 5.534, 5.515], [-1.189, 2.538, -4.705], [-0.492, -1.820, -0.200], [-2.482, -0.687, -3.263], [-0.139, 1.254, 6.814], [-0.933, -5.474, -1.427], [-2.476, -0.516, -0.461], [-1.104, 1.408, -4.384], [-1.637, -5.795, -2.334], [-3.232, -2.739, -4.091], [5.546, -0.556, -1.394], [-5.530, -1.461, -3.462], [-5.628, -1.727, -2.483], [-1.123, 1.957, 4.410], [6.582, -2.869, 0.119], [-4.102, 0.117, 0.843], [-2.494, -1.805, -2.917], [-1.055, 1.847, 6.839], [2.618, -0.029, 5.673], [7.563, -0.630, -0.841], [-3.323, 2.744, -2.963], [6.473, 0.007, -1.520], [1.253, -0.230, 0.156], [6.304, 1.482, -1.146], [-0.591, 4.583, -3.891], [-1.678, 1.427, 7.636], [-5.363, 2.421, -1.654], [-4.243, -0.453, 2.632], [-2.670, -4.014, -1.235], [2.152, -0.560, 4.038], [-0.760, 5.489, 5.713], [-0.995, 2.569, -5.874], [-3.132, -1.983, -1.939], [0.200, 1.008, 2.989], [7.284, 1.972, -1.151], [-2.724, -2.474, -5.113], [-4.929, 2.833, -0.433], [5.650, 1.973, -1.873], [-2.916, 4.124, -4.806], [0.301, 5.747, 7.142], [-0.781, 3.314, 7.181], [0.482, -6.380, -3.053], [-1.695, 3.896, 7.033], [-1.896, 1.964, 3.635], [0.901, 3.680, -4.644], [5.662, 3.671, 0.245], [-2.886, 3.503, -2.152], [-1.351, -0.079, 0.982], [-4.812, 2.926, -2.924], [-0.142, 0.649, -1.419], [1.317, -1.145, -1.492], [1.433, -6.371, -4.029], [1.774, -0.200, 4.999], [-1.784, -1.013, 0.375], [1.220, 3.741, -2.044], [0.193, 5.225, 6.184], [-6.479, 0.534, -0.741], [0.604, -1.545, 2.312], [0.904, 1.463, -2.439], [6.473, -2.400, 1.840], [-3.401, 2.349, -5.224], [4.140, -2.622, 0.271], [7.360, -0.906, 0.552], [-0.964, -2.418, -2.631], [8.339, -1.221, 0.931], [0.862, -3.648, 1.198], [0.576, -0.631, -0.710], [-2.747, 3.006, -4.480], [-7.614, 1.937, -1.404], [-0.095, 0.886, 4.036], [7.125, 2.872, 0.915], [0.424, -5.340, -1.976], [2.009, 1.423, -2.036], [5.589, 2.794, 1.794], [6.039, 2.806, 0.797], [4.078, -3.377, 1.064]]}

5.
{"formula": "C18H33ClIN2OP2Pt", "method": "ωB97M-V with the def2-TZVPD basis set", "multiplicity": 5, "orbital_gap_ev": [6.8, 3.9], "total_charge": 3, "homo_ha": [-0.624, -0.624], "s2": 6.053, "lumo_energy_ev": [-10.23, -13.11], "e_above_lowest_kcal_mol": 24.93, "species": ["H", "C", "H", "H", "H", "H", "H", "C", "C", "C", "P", "H", "C", "H", "C", "H", "H", "H", "H", "C", "N", "P", "C", "C", "H", "C", "H", "H", "C", "C", "Cl", "H", "H", "H", "H", "C", "C", "H", "H", "H", "C", "O", "I", "H", "H", "N", "H", "Pt", "H", "C", "H", "H", "H", "C", "H", "H", "H", "C", "H"], "xyz": [[-0.836, -0.752, 8.231], [-4.633, -0.994, 5.702], [2.084, 3.964, -1.541], [1.207, 2.713, 7.677], [-0.813, 2.491, 0.848], [-1.182, -2.443, 4.631], [-0.650, 4.246, -2.193], [-4.573, -2.243, 5.064], [0.573, 1.291, 6.123], [-0.955, -3.297, -2.240], [0.379, 2.246, -1.274], [2.054, 1.124, 7.709], [-1.071, -0.228, 0.451], [-5.492, -2.776, 4.832], [-0.895, 0.300, 7.913], [1.932, -4.239, -1.806], [-0.879, -2.955, -3.275], [-0.573, 2.911, -3.405], [-1.928, 0.657, 8.059], [-2.165, -2.085, 4.943], [-0.433, 0.495, 6.550], [0.339, -2.484, -1.275], [1.946, -3.142, -1.797], [0.496, 1.381, 4.759], [-1.791, 2.859, -2.096], [-0.769, 3.164, -2.356], [-0.225, 0.905, 8.532], [-1.274, 0.700, 0.981], [-3.336, -2.810, 4.718], [-3.451, -0.303, 6.003], [-0.750, -0.156, -3.597], [2.365, 2.284, 6.406], [2.753, 2.450, -0.831], [2.405, 2.542, -2.601], [-3.441, 0.669, 6.494], [0.082, -3.251, 0.369], [2.082, 2.863, -1.598], [-0.967, -1.073, 1.125], [-5.590, -0.538, 5.962], [-0.914, -3.003, 0.749], [0.056, 2.969, 0.392], [-1.416, 0.813, 3.320], [1.520, -0.024, 1.103], [0.168, -4.344, 0.310], [2.713, -2.784, -1.103], [-1.097, 0.008, 5.488], [0.837, -2.868, 1.064], [0.255, -0.122, -1.527], [2.165, -2.766, -2.800], [1.575, 1.874, 7.053], [0.933, 2.791, 1.033], [-3.274, -3.793, 4.249], [-1.928, -2.985, -1.847], [-2.237, -0.826, 5.561], [-1.947, -0.430, -0.189], [-0.126, 4.051, 0.326], [1.127, 1.925, 4.082], [-0.708, 0.728, 4.331], [-0.867, -4.389, -2.178]]}

6.
{"formula": "C5H14NS2", "method": "ωB97M-V with the def2-TZVPD basis set", "multiplicity": 2, "orbital_gap_ev": [4.3, 9.5], "total_charge": 0, "homo_ha": [-0.132, -0.329], "s2": 0.751, "lumo_energy_ev": [0.72, 0.59], "e_above_lowest_kcal_mol": 46.00, "species": ["H", "H", "C", "H", "N", "H", "C", "H", "S", "H", "C", "C", "S", "H", "C", "H", "H", "H", "H", "H", "H", "H"], "xyz": [[1.486, 2.537, 0.318], [-1.124, 3.219, -0.923], [0.509, 2.151, 0.057], [1.314, -4.196, -0.191], [-0.381, 2.453, 1.273], [0.070, -4.658, 0.985], [-0.463, -2.882, 0.017], [-1.535, -3.067, -0.014], [-0.662, -0.041, -1.235], [-0.097, -4.923, -0.784], [0.573, 0.655, -0.105], [0.240, -4.239, 0.005], [-0.043, -1.937, -1.454], [-0.994, 3.294, 1.202], [-0.065, 2.982, -1.089], [0.524, 0.149, 0.867], [1.566, 0.318, -0.404], [-1.013, 1.634, 1.396], [0.218, 2.488, 2.140], [-0.062, 2.505, -2.064], [-0.322, -2.451, 1.005], [0.260, 4.009, -1.003]]}

7.
{"formula": "C2H29O13V", "method": "ωB97M-V with the def2-TZVPD basis set", "multiplicity": 4, "orbital_gap_ev": [5.6, 5.7], "total_charge": 1, "homo_ha": [-0.453, -0.453], "s2": 3.778, "lumo_energy_ev": [-6.73, -6.60], "e_above_lowest_kcal_mol": 113.75, "species": ["H", "O", "O", "H", "H", "O", "O", "H", "H", "O", "H", "H", "H", "H", "H", "O", "O", "O", "H", "H", "H", "H", "H", "H", "O", "H", "H", "V", "H", "H", "H", "C", "C", "O", "H", "O", "O", "H", "H", "H", "H", "O", "H", "H", "H"], "xyz": [[-0.091, -2.888, -3.881], [0.374, -3.022, 1.895], [-1.435, 1.885, 2.976], [-0.970, 3.916, -0.358], [0.204, -1.407, -0.454], [-3.906, 0.961, -0.474], [0.954, -0.220, 2.041], [-0.714, 2.585, 0.346], [-3.929, 1.900, -0.252], [0.241, -1.985, -3.897], [-0.418, -2.968, 2.436], [-1.703, 0.967, -3.130], [4.296, -0.891, 1.770], [-0.357, 0.132, -1.061], [0.582, -2.098, 1.663], [-2.308, 0.304, -2.783], [0.957, -4.399, -0.444], [-0.040, 4.184, 2.638], [0.398, 1.387, 0.931], [0.127, -4.884, -0.470], [-3.112, -1.421, -1.474], [3.056, -0.005, 1.613], [1.639, 0.431, 0.254], [-2.223, 2.302, 3.354], [3.993, 0.021, 1.855], [0.774, -1.900, -3.085], [-3.640, 0.521, 0.339], [-0.358, 0.138, 3.820], [-0.884, 2.639, 2.638], [3.817, 1.413, -1.968], [2.357, -0.575, -2.409], [0.675, 0.334, 0.779], [-0.251, -0.462, -0.156], [2.278, -1.489, -2.111], [-3.734, -2.775, -1.793], [-1.362, 3.050, -0.195], [-3.827, -2.015, -1.209], [-0.137, 5.143, 2.576], [2.018, -1.425, -1.186], [-2.743, 0.737, -2.032], [0.722, 3.981, 2.077], [4.480, 1.631, -1.306], [4.424, 0.921, -0.654], [0.950, -3.944, 0.415], [-1.176, -0.709, 0.367]]}

8.
{"formula": "C42H62CuN3O5S2", "method": "ωB97M-V with the def2-TZVPD basis set", "multiplicity": 2, "orbital_gap_ev": [7.3, 7.0], "total_charge": -1, "homo_ha": [-0.185, -0.184], "s2": 0.753, "lumo_energy_ev": [2.25, 1.96], "e_above_lowest_kcal_mol": 3.63, "species": ["H", "C", "C", "N", "C", "C", "H", "H", "C", "C", "C", "C", "C", "H", "H", "C", "H", "O", "H", "H", "H", "C", "H", "H", "C", "C", "S", "H", "C", "H", "H", "H", "H", "C", "C", "H", "C", "H", "C", "C", "H", "H", "H", "H", "H", "H", "C", "C", "H", "C", "C", "H", "O", "C", "H", "C", "H", "H", "C", "C", "C", "H", "H", "H", "H", "H", "O", "H", "C", "C", "H", "H", "H", "H", "C", "C", "C", "H", "H", "H", "H", "H", "H", "H", "C", "H", "Cu", "C", "H", "C", "H", "H", "H", "H", "C", "C", "C", "C", "H", "H", "C", "H", "H", "H", "O", "C", "N", "N", "H", "S", "H", "H", "O", "H", "H"], "xyz": [[3.038, -0.444, 6.586], [-0.248, -2.860, -0.026], [-7.131, 2.140, -2.161], [0.267, 3.226, -0.433], [1.540, -0.727, -2.357], [-0.554, -1.570, -3.239], [-1.894, 0.832, 6.052], [3.777, -5.103, -4.651], [0.113, -2.742, -3.549], [-5.072, 2.952, -3.121], [2.147, -1.935, -2.634], [2.588, 2.353, -0.424], [0.881, 0.688, 2.275], [2.099, 1.261, -2.668], [-3.244, 2.397, -2.115], [-4.448, 0.951, 0.047], [-0.377, -0.052, 6.198], [-7.328, -0.798, -0.303], [0.838, -5.065, -5.080], [-4.570, 3.499, -3.909], [-3.010, 0.150, -4.899], [-6.380, 1.525, -1.191], [-2.959, -1.854, -1.780], [-0.385, 1.725, 6.176], [1.566, 3.300, 0.216], [-4.323, 2.338, -2.129], [-2.826, 1.094, 0.476], [-2.137, -2.768, -5.324], [4.184, 0.717, 5.137], [1.428, 3.007, 1.258], [-1.512, -0.425, 2.643], [0.905, 3.110, -2.422], [-3.677, -2.324, -4.598], [0.154, -0.533, -2.574], [1.751, 0.801, 4.531], [1.981, 4.328, 0.185], [3.996, -0.484, 6.076], [4.030, -1.407, 5.501], [-1.499, -0.433, 3.727], [2.499, 0.073, 0.416], [-0.743, 3.655, -2.186], [5.696, -0.324, 3.980], [-1.000, -1.339, 4.071], [3.587, -0.097, 0.308], [2.930, -3.759, -5.420], [-0.973, 2.966, 4.012], [3.286, -4.148, -4.469], [0.269, 3.728, -1.793], [-1.431, -0.366, -5.529], [2.213, 0.472, 1.841], [1.444, -2.984, -3.220], [3.417, 0.237, -2.032], [-0.483, -1.503, 0.247], [1.152, -5.354, -4.080], [-2.508, 2.091, 4.139], [2.655, -4.882, -2.163], [-2.605, -3.434, -3.755], [1.586, 0.911, 5.591], [-4.997, 1.630, -1.144], [-2.881, -1.005, -2.458], [-1.995, -0.136, -4.624], [-0.433, -3.507, -4.073], [0.270, -5.464, -3.456], [4.785, -0.514, 6.827], [-0.533, 4.970, 0.468], [3.116, -5.857, -2.316], [-0.113, 0.818, 1.455], [5.777, 1.443, 3.854], [-0.765, 0.815, 4.229], [-1.503, 2.058, 3.722], [-1.527, 0.705, -4.119], [-0.390, -3.473, 0.872], [-0.878, -3.242, -0.837], [-2.528, -0.435, 4.081], [-2.633, -2.546, -4.382], [5.582, 0.610, 4.525], [2.119, -4.324, -3.488], [1.845, -4.990, -1.447], [-1.589, 2.009, 2.643], [4.269, 0.379, 2.351], [4.026, -3.457, -4.078], [1.640, -6.325, -4.147], [-8.205, 2.039, -2.165], [-7.016, 3.396, -3.898], [3.072, 0.699, 4.098], [3.480, 2.328, 0.218], [-0.129, 0.851, -0.400], [0.662, 0.785, 3.687], [2.881, 2.757, -1.398], [-6.459, 2.879, -3.128], [-1.396, -1.356, 0.530], [3.203, -2.032, -2.413], [-0.801, 3.436, 1.338], [3.180, 2.131, 6.461], [2.342, 0.476, -1.941], [3.270, 0.513, 2.740], [4.126, 2.025, 5.938], [-2.001, -1.341, -3.669], [-1.715, 3.767, -0.124], [6.328, 0.631, 5.320], [-0.844, 0.829, 5.761], [-3.887, -0.748, -2.791], [0.789, -2.936, -0.343], [4.928, 2.060, 6.675], [-7.697, 1.149, 1.115], [-0.748, 3.896, 0.357], [2.051, 1.010, -0.610], [-5.308, 0.317, 0.791], [-2.471, -0.161, -1.913], [-6.826, 0.461, 0.196], [3.400, -4.217, -1.736], [4.237, 2.874, 5.267], [-0.395, 0.603, -2.229], [0.600, 4.778, -1.853], [1.985, -0.871, 0.205]]}

9.
{"formula": "S2", "method": "ωB97M-V with the def2-TZVPD basis set", "orbital_gap_ev": 5.5, "total_charge": 0, "homo_ha": -0.354, "lumo_energy_ev": -4.08, "e_above_lowest_kcal_mol": 65.82, "species": ["S", "S"], "xyz": [[-0.364, 0.350, -1.145], [0.364, -0.350, 1.145]]}

10.
{"formula": "C2H10BCsO", "method": "ωB97M-V with the def2-TZVPD basis set", "orbital_gap_ev": 7.5, "total_charge": 0, "homo_ha": -0.305, "lumo_energy_ev": -0.77, "e_above_lowest_kcal_mol": 4.74, "species": ["Cs", "H", "O", "H", "H", "H", "H", "H", "B", "H", "C", "C", "H", "H", "H"], "xyz": [[1.393, 0.555, -0.178], [-2.075, -1.868, -1.638], [-0.739, -2.935, 1.235], [-0.482, -2.392, 1.985], [-1.882, -1.264, 0.882], [1.698, 5.022, -0.156], [3.352, 3.901, -0.304], [-0.452, -1.413, -1.045], [2.180, 3.926, 0.004], [1.571, 3.158, -0.704], [-1.741, -2.267, 0.463], [-1.256, -2.140, -0.972], [-2.682, -2.806, 0.547], [2.029, 3.648, 1.176], [-0.914, -3.124, -1.294]]}